Record 1
A structure of composition C32H44Cl2NO2P3Pb in a non-equilibrium geometry. Source: the Open Molecules 2025 dataset; level of theory: ωB97M-V/def2-TZVPD.

Summary:
**E_LUMO (alpha / beta)**: -6.12 / -6.12 eV
**Net charge**: +2
**Total energy**: -97628.771 eV
**HOMO-LUMO gap (alpha / beta)**: 6.902 / 6.901 eV

Last column: Löwdin charge in e.
Atoms and positions in Å:
P 1.31003 0.99846 -1.91968  1.10
C 3.06195 1.23557 -2.25837  -0.31
C 3.67302 0.68813 -3.40254  -0.07
H 3.09931 0.03572 -4.05939  0.11
C 5.00637 0.99219 -3.68940  -0.05
H 5.47217 0.57303 -4.58473  0.12
C 5.73121 1.83821 -2.84678  -0.04
H 6.76511 2.09816 -3.09039  0.12
C 5.13388 2.36074 -1.69652  -0.05
H 5.69645 3.02624 -1.03573  0.12
C 3.80813 2.04782 -1.38975  -0.07
H 3.33239 2.43358 -0.48592  0.11
C 0.72107 -0.39447 -2.88444  -0.32
C 1.28182 -1.65544 -2.61696  -0.09
H 2.09916 -1.74597 -1.89961  0.11
C 0.78029 -2.78717 -3.26197  -0.06
H 1.19444 -3.76846 -3.01889  0.12
C -0.22653 -2.64886 -4.22015  -0.06
H -0.58983 -3.53074 -4.75266  0.12
C -0.76544 -1.39304 -4.50439  -0.06
H -1.54616 -1.28222 -5.25958  0.12
C -0.31531 -0.26237 -3.82127  -0.06
H -0.74807 0.71888 -4.02680  0.12
C 0.42262 2.51201 -2.32589  -0.31
C 0.77457 3.21425 -3.49591  -0.06
H 1.56670 2.82611 -4.13985  0.12
C 0.11346 4.39541 -3.83137  -0.05
H 0.39096 4.92705 -4.74358  0.12
C -0.89907 4.89125 -3.00261  -0.04
H -1.41786 5.81558 -3.26693  0.12
C -1.24356 4.20626 -1.83524  -0.05
H -2.03204 4.58248 -1.18004  0.12
C -0.58030 3.02695 -1.48596  -0.08
H -0.82578 2.52108 -0.54983  0.10
Pb 0.27257 -0.37686 2.77196  0.77
C -1.70144 -1.53353 2.18016  -0.16
C -2.04603 -1.50905 0.90445  -0.37
H -2.29027 -1.93048 3.02146  0.04
C -1.17089 -0.83343 -0.19194  -0.40
O -2.02821 0.15568 -0.78920  -0.05
H -1.52761 0.70890 -1.41812  0.07
C 0.10120 -0.23537 0.28584  -0.20
H -0.92122 -1.61066 -0.94624  0.12
C 1.03451 0.54369 -0.19768  -0.25
Cl -0.26393 -1.08770 5.20677  -0.07
Cl 2.62876 0.74068 2.97945  -0.05
P 1.67570 -2.80601 2.34975  0.73
C 2.53426 -3.32115 3.88397  -0.26
H 1.79525 -3.68590 4.61374  0.05
H 3.04447 -2.44053 4.30661  0.05
H 3.26751 -4.10793 3.64491  0.06
C 0.63730 -4.22460 1.88118  -0.26
H 0.17513 -4.01896 0.90413  0.03
H -0.16118 -4.34055 2.62914  0.05
H 1.24305 -5.14137 1.82470  0.06
C 2.98446 -2.72129 1.09106  -0.25
H 3.44846 -1.72708 1.16024  0.04
H 2.55366 -2.85083 0.08904  0.03
H 3.73159 -3.50325 1.28759  0.06
P -3.59196 -2.24581 0.25474  0.89
C -4.27266 -3.29944 1.52009  -0.17
C -3.12179 -3.14669 -1.22607  -0.16
H -4.47526 -2.70360 2.41858  0.07
H -3.57349 -4.10794 1.77004  0.08
H -5.21319 -3.73633 1.15877  0.08
H -2.76185 -2.45624 -2.00286  0.06
H -3.98912 -3.69497 -1.61877  0.08
H -2.32296 -3.86593 -0.99271  0.07
C -4.69705 -0.90360 -0.14150  -0.16
H -4.78947 -0.25901 0.74098  0.08
H -5.68207 -1.28524 -0.42381  0.07
H -4.25571 -0.32121 -0.95776  0.06
H 1.75737 0.99136 0.50211  0.01
C -2.64380 3.61300 3.90668  -0.01
N -1.41704 3.26587 4.61830  -0.16
C -1.09259 3.94646 5.85838  -0.02
C -0.62210 2.31176 4.15510  -0.31
O -0.87482 1.72718 3.06463  -0.17
H -3.08428 4.44532 4.45624  0.09
H -3.34069 2.76396 3.88646  0.10
H -2.42038 3.90721 2.87368  0.10
H -1.08817 3.24359 6.69894  0.11
H -0.09740 4.39510 5.79094  0.10
H -1.84679 4.71653 6.01609  0.09
H 0.25505 2.05978 4.78285  0.14

Force components x, y, z for each atom (eV/Å):
P 0.180 -0.052 -0.160
C 0.438 -0.080 -0.045
C -0.085 0.202 0.217
H 0.189 0.153 0.058
C -0.152 -0.033 0.015
H -0.156 0.152 0.335
C -0.150 -0.004 -0.002
H -0.389 -0.127 0.109
C -0.148 0.016 0.149
H -0.192 -0.307 -0.236
C -0.034 -0.001 -0.167
H 0.268 0.064 -0.208
C -0.319 -0.193 -0.320
C -0.276 -0.068 -0.132
H -0.213 0.007 -0.160
C 0.241 0.247 0.142
H -0.120 0.305 -0.199
C -0.114 0.010 -0.013
H 0.100 0.298 0.163
C -0.100 0.006 0.007
H 0.249 -0.097 0.232
C 0.313 -0.124 0.130
H 0.113 -0.272 0.024
C -0.144 0.473 -0.134
C -0.127 -0.105 0.077
H -0.190 0.173 0.146
C 0.022 -0.153 0.078
H -0.092 -0.157 0.317
C 0.038 -0.169 0.060
H 0.189 -0.318 0.092
C 0.049 -0.111 -0.003
H 0.287 -0.052 -0.239
C 0.131 -0.026 -0.115
H 0.047 0.168 -0.213
Pb -0.477 -1.095 -1.077
C -0.124 0.429 0.689
C 0.101 -0.004 -0.177
H 0.165 0.008 -0.578
C 0.329 -0.040 -0.664
O 0.230 -0.003 -0.202
H -0.247 -0.440 0.304
C -0.735 0.052 2.388
H -0.074 0.203 0.239
C 1.011 0.820 -0.416
Cl 0.435 0.544 -0.881
Cl -1.111 -0.374 -0.055
P 0.065 0.206 0.727
C -0.022 0.077 -0.161
H 0.282 0.150 -0.241
H -0.135 -0.366 -0.120
H -0.249 0.231 0.211
C -0.099 -0.052 -0.051
H 0.121 -0.123 0.243
H 0.272 -0.050 -0.218
H -0.254 0.215 0.000
C 0.073 0.124 -0.022
H 0.006 -0.312 -0.066
H 0.136 0.021 0.264
H -0.160 0.234 -0.192
P 1.447 0.781 0.340
C -0.284 -0.347 0.052
C -0.226 -0.377 -0.275
H 0.029 -0.123 -0.226
H -0.148 0.233 -0.087
H 0.189 0.085 0.131
H -0.151 -0.099 0.300
H 0.219 0.108 0.048
H -0.263 0.198 0.002
C -0.416 0.096 -0.120
H 0.003 -0.151 -0.174
H 0.061 0.060 0.021
H -0.161 -0.185 0.239
H -0.025 -0.183 -0.361
C -0.024 -0.022 -0.110
N 0.433 -0.753 -0.492
C 0.358 0.020 0.498
C -0.626 0.358 -0.113
O 0.623 -0.399 0.565
H -0.138 -0.136 -0.329
H 0.206 0.220 0.037
H -0.069 -0.034 0.276
H -0.155 0.197 -0.100
H -0.229 0.114 0.050
H 0.283 -0.059 0.189
H -0.324 0.118 -0.313

=====

Record 2
A structure of composition C32H44CuNO4Se in a non-equilibrium geometry. Source: the Open Molecules 2025 dataset; level of theory: ωB97M-V/def2-TZVPD.

Summary:
**E_LUMO (alpha / beta)**: 2.53 / 1.99 eV
**Net charge**: -1
**2S+1**: 2
**Total energy**: -153566.985 eV
**HOMO-LUMO gap (alpha / beta)**: 7.193 / 6.723 eV

Last column: Löwdin charge in e.
Atoms and positions in Å:
Cu -0.07433 0.06081 3.06712  0.62
C 2.95993 3.79881 -3.40874  -0.08
C 1.74485 3.92783 -2.49416  -0.53
C 0.46662 3.85136 -3.43267  -0.03
C 1.80167 5.33329 -1.90311  -0.07
C 1.68070 2.88576 -1.35978  -0.18
C 0.64590 3.00732 -0.42767  -0.08
C 0.45891 2.04124 0.56012  -0.42
Se -1.14088 1.94770 1.59671  1.16
C -1.69030 0.30214 0.62795  -0.35
C -1.88566 0.52060 -0.75863  -0.06
C -2.22539 -0.52371 -1.61245  -0.17
C -2.46671 -1.74689 -1.00629  -0.02
C -2.21292 -2.00667 0.31505  -0.05
C -1.71930 -0.94480 1.19528  -0.38
O -1.30509 -1.23416 2.39132  -0.17
C -2.24746 -3.49261 0.91059  -0.52
C -0.81598 -3.98935 1.02763  -0.05
C -3.01953 -3.46166 2.20516  -0.07
C -3.07697 -4.47538 -0.00142  -0.07
C -2.24091 -0.39807 -3.18791  -0.54
C -3.64457 -0.65455 -3.79504  -0.04
C -1.78618 1.00426 -3.52017  -0.08
C -1.18202 -1.42508 -3.62223  -0.06
C 1.38790 0.98857 0.75233  -0.38
O 1.27478 0.16538 1.73459  -0.17
C 2.41412 0.82287 -0.26004  -0.06
C 2.58083 1.83715 -1.21447  0.01
C 3.36847 -0.39570 -0.12364  -0.53
C 2.60368 -1.74923 -0.30483  -0.04
C 4.05919 -0.35058 1.25976  -0.04
C 4.42703 -0.37106 -1.20951  -0.10
H 2.93852 4.58100 -4.14425  0.07
H 3.00392 2.82222 -3.87032  0.08
H 3.89190 3.99624 -2.80883  0.10
H 0.43218 4.73053 -4.05586  0.07
H -0.45409 3.86493 -2.84805  0.08
H 0.54880 2.96997 -3.96193  0.04
H 1.66635 6.04976 -2.68467  0.06
H 2.78482 5.56261 -1.40875  0.10
H 0.99275 5.51572 -1.18250  0.08
H -0.07457 3.73559 -0.53107  0.07
H -1.85895 1.53450 -1.01327  0.06
H -2.72638 -2.58768 -1.61220  0.09
H -0.34269 -3.57110 2.00383  0.12
H -0.20290 -3.73606 0.19442  0.06
H -0.73968 -5.08525 1.14502  0.08
H -2.53828 -2.86662 2.99334  0.08
H -3.14433 -4.46914 2.54976  0.06
H -4.01240 -3.08826 2.03377  0.09
H -2.40619 -4.83647 -0.84753  0.09
H -4.02436 -4.03135 -0.32342  0.08
H -3.31353 -5.35005 0.64950  0.08
H -4.41231 -0.05259 -3.30097  0.09
H -3.88592 -1.72261 -3.59715  0.08
H -3.55450 -0.50349 -4.85638  0.07
H -2.43155 1.75483 -3.00968  0.10
H -1.77983 1.20521 -4.55944  0.07
H -0.74473 1.17399 -3.22100  0.08
H -1.40592 -2.44776 -3.27038  0.07
H -0.18637 -1.17959 -3.18869  0.09
H -0.95042 -1.56595 -4.74942  0.10
H 3.45204 1.84558 -1.88369  0.09
H 1.77023 -1.76628 0.43202  0.08
H 3.25768 -2.62693 -0.23044  0.08
H 2.17030 -1.78841 -1.35639  0.09
H 3.38939 -0.63071 2.05447  0.07
H 4.45551 0.57317 1.49059  0.05
H 4.99170 -0.99128 1.23383  0.10
H 3.93553 -0.55547 -2.17723  0.08
H 5.11189 -1.21051 -1.10626  0.07
H 5.05741 0.57147 -1.18457  0.10
O -2.67503 0.79865 5.03786  0.03
C -1.68180 0.42239 5.64899  -0.45
C -1.52182 0.10584 7.17991  -0.08
C -0.09169 -0.46908 7.27193  -0.09
C 0.47237 -0.23543 5.85445  -0.56
O 1.58501 -0.55519 5.53816  0.04
N -0.48381 0.17257 4.99399  0.05
H -2.21724 -0.65692 7.50285  0.10
H -1.74882 0.98158 7.78908  0.11
H -0.06935 -1.56609 7.34904  0.12
H 0.63073 -0.09766 8.03675  0.12

Force components x, y, z for each atom (eV/Å):
Cu 0.405 0.313 0.451
C 0.842 0.046 1.472
C -0.556 0.291 -0.192
C 0.747 1.500 2.540
C 0.412 0.171 1.085
C -0.328 0.798 0.028
C 1.196 -2.436 0.039
C 0.776 0.412 -0.224
Se -0.228 -0.671 -0.243
C -0.139 1.774 -1.172
C -0.666 -1.637 1.163
C -0.190 1.218 -0.735
C 0.485 -0.559 0.468
C 0.521 -0.723 1.445
C -0.390 -1.846 -0.679
O 0.136 0.122 0.431
C -0.987 1.247 -1.671
C 0.596 -0.237 2.950
C 0.561 0.216 0.949
C 1.550 -0.295 0.132
C 0.078 -0.023 1.536
C 0.943 -1.279 1.215
C 0.188 0.628 0.971
C 1.185 -0.880 -1.556
C 0.191 0.478 -1.734
O -0.116 -0.938 0.756
C -0.055 0.089 1.030
C 0.181 -0.508 -0.155
C -0.051 0.023 0.158
C -1.043 0.883 -0.653
C 0.623 -2.508 -0.952
C 0.627 0.657 -0.400
H -0.149 0.273 -0.613
H 0.173 -0.207 -0.258
H -0.678 -0.476 -0.540
H 0.159 0.183 -0.545
H 0.019 -0.208 0.060
H -0.163 -1.818 -1.427
H 0.005 0.648 -0.662
H -0.867 -0.372 -0.293
H 0.283 -0.102 -0.065
H -1.495 1.613 -0.235
H 0.330 1.170 -0.923
H -0.286 -0.407 -0.404
H -0.637 -0.436 -1.797
H 0.407 0.431 -0.697
H -0.350 0.210 -0.058
H -0.216 -0.195 -0.384
H 0.008 -0.745 0.452
H -0.531 0.378 -0.112
H -1.194 0.449 0.691
H 0.272 -0.086 -0.220
H 0.176 0.424 -0.656
H 0.162 0.130 -0.333
H -0.098 0.584 -0.276
H -0.416 0.168 -0.529
H 0.433 -0.400 -0.463
H -0.335 0.109 -1.323
H -0.240 -0.047 0.352
H -0.098 0.470 -0.082
H -0.692 0.040 -0.060
H -0.804 0.629 1.432
H -0.526 -0.404 0.246
H 0.552 -0.358 -0.525
H -0.015 0.271 0.343
H 0.317 0.126 1.210
H -0.078 -0.278 0.225
H 0.544 2.426 0.302
H -1.120 0.099 0.127
H 0.285 0.619 0.016
H 0.113 -0.117 0.309
H -0.784 -0.988 -0.282
O 0.536 -0.260 1.354
C -0.149 -0.061 -1.077
C 0.402 -0.205 -0.400
C 0.494 0.475 -0.304
C -0.956 -0.629 0.878
O 1.698 -0.139 -0.431
N -0.723 0.360 0.247
H -0.499 -0.086 -0.245
H 0.290 0.117 -0.139
H -0.254 0.273 0.174
H -0.798 0.022 -0.513